Model 1:
Formula: C4H7N2
Source: the Open Molecules 2025 dataset
Level of theory: ωB97M-V/def2-TZVPD

Output
Kohn-Sham gap: 8.89 eV
lowest unoccupied orbital energy: -0.20891 Ha
HOMO energy: -14.579 eV
total charge: +1

Cartesian coordinates (Å):
C  -2.4276  -0.5405  -0.2146
C  -2.3590  -0.8344  0.9613
C  -0.4191  1.8964  0.1254
C  1.7546  -0.9769  -0.1655
N  0.4332  0.9981  0.1496
N  1.1852  0.1386  0.4661
H  -2.2813  -0.2304  -1.2744
H  -2.5542  -1.2303  1.8409
H  -1.3444  1.8221  0.5197
H  -0.2479  2.9367  -0.1924
H  1.3604  -1.8533  0.4657
H  2.8247  -0.9448  0.1492
H  1.5555  -0.9710  -1.3242



Model 2:
Formula: C4H7N2
Source: the Open Molecules 2025 dataset
Level of theory: ωB97M-V/def2-TZVPD

Output
Kohn-Sham gap: 9.12 eV
structure (SMILES): NC[N@@+]12C=C1C2
lowest unoccupied orbital energy: -0.20711 Ha
HOMO energy: -14.754 eV
total charge: +1

Cartesian coordinates (Å):
N  -1.6236  0.3696  -0.4126
C  -0.8363  -0.6933  0.0640
N  0.5383  -0.2180  0.3914
C  1.7232  -0.8297  -0.0370
C  1.8633  0.3321  -0.6552
C  0.9051  1.1553  0.3431
H  -2.3086  0.7416  0.2279
H  -2.0111  0.2620  -1.3360
H  -0.7282  -1.5203  -0.6465
H  -1.1792  -1.1086  1.0265
H  2.0063  -1.8614  -0.0746
H  1.4918  1.5373  1.1712
H  0.1590  1.8334  -0.0622



Most stable = model 2



Model 1:
Formula: C4H7N2
Source: the Open Molecules 2025 dataset
Level of theory: ωB97M-V/def2-TZVPD

Output
Kohn-Sham gap: 10.84 eV
structure (SMILES): Cc1c[nH]c[nH+]1
lowest unoccupied orbital energy: -0.13156 Ha
HOMO energy: -14.418 eV
total charge: +1

Cartesian coordinates (Å):
C  1.3840  -0.7109  1.1470
C  0.3300  -0.1025  0.3060
C  -1.0177  -0.1547  0.5323
N  -1.6260  0.4173  -0.5658
C  -0.7277  0.6747  -1.5026
N  0.4559  0.3424  -0.9883
H  0.9478  -1.0268  2.0865
H  2.2241  -0.0882  1.4075
H  1.7602  -1.6056  0.6456
H  -1.5383  -0.0802  1.4751
H  -2.6217  0.5025  -0.7166
H  -0.8771  1.3684  -2.3053
H  1.3064  0.4635  -1.5213



Model 2:
Formula: C4H7N2
Source: the Open Molecules 2025 dataset
Level of theory: ωB97M-V/def2-TZVPD

Output
Kohn-Sham gap: 8.25 eV
structure (SMILES): [H]/N=C(\C=C)C=[NH2+]
lowest unoccupied orbital energy: -0.22963 Ha
HOMO energy: -14.503 eV
total charge: +1

Cartesian coordinates (Å):
H  2.4210  1.0202  0.5894
N  1.6451  1.0605  -0.0351
C  0.5996  0.2867  0.0632
C  0.2135  -0.3988  1.2515
C  -0.9993  -0.8220  1.5811
C  -0.3680  0.1675  -0.9740
N  -0.1281  0.3044  -2.2419
H  0.9029  -0.4012  2.1375
H  -1.1067  -1.0614  2.6813
H  -1.8680  -0.8851  0.9709
H  -1.3368  -0.1029  -0.5329
H  0.8570  0.6253  -2.6269
H  -0.8322  0.2069  -2.8641



Model 3:
Formula: C4H7N2
Source: the Open Molecules 2025 dataset
Level of theory: ωB97M-V/def2-TZVPD

Output
Kohn-Sham gap: 11.60 eV
structure (SMILES): C1=NC[N@@H+]2C[C@H]12
lowest unoccupied orbital energy: -0.15880 Ha
HOMO energy: -15.920 eV
total charge: +1

Cartesian coordinates (Å):
C  -1.4280  -1.1514  -0.1130
N  -2.2369  -0.1561  -0.1081
C  -1.3470  0.9907  -0.1789
N  0.2449  0.5300  0.1153
C  1.5606  -0.3581  -0.4634
C  0.1590  -0.8874  0.1793
H  -1.7697  -2.1756  -0.1219
H  -1.4098  1.4672  -1.1592
H  -1.5501  1.7171  0.6072
H  0.5470  1.0939  0.9081
H  1.6846  -0.2915  -1.5297
H  2.3900  -0.3160  0.2170
H  0.3400  -1.4041  1.1262



Model 4:
Formula: C4H7N2
Source: the Open Molecules 2025 dataset
Level of theory: ωB97M-V/def2-TZVPD

Output
Kohn-Sham gap: 10.22 eV
structure (SMILES): C/N=[N+]1C=C\1C
lowest unoccupied orbital energy: -0.18280 Ha
HOMO energy: -15.189 eV
total charge: +1

Cartesian coordinates (Å):
C  -2.2483  -0.1529  -0.3451
N  -1.1315  -0.9221  -0.5966
N  -0.2358  -0.4886  -0.0058
C  0.0861  0.8404  0.3837
C  1.0231  -0.1323  0.1357
C  2.4243  -0.1844  0.1198
H  -2.0599  0.6175  0.2963
H  -2.9830  -0.8303  0.1790
H  -2.7924  0.1541  -1.2401
H  -0.4254  1.7955  0.6380
H  2.6485  -1.0107  0.8205
H  2.9554  0.6759  0.5320
H  2.7390  -0.3622  -0.9175



Most stable = model 1



Model 1:
Formula: CH6N2S
Source: the Open Molecules 2025 dataset
Level of theory: ωB97M-V/def2-TZVPD

Output
Kohn-Sham gap: 10.40 eV
structure (SMILES): [H]/N=C/N.S
lowest unoccupied orbital energy: 0.02418 Ha
HOMO energy: -9.745 eV
total charge: 0

Cartesian coordinates (Å):
H  -0.8217  -0.4569  -3.1713
N  -0.3895  -1.2516  -2.7189
C  0.0576  -0.8637  -1.5969
N  0.4173  -1.7257  -0.5850
H  0.0980  0.1809  -1.2668
H  1.2940  -1.5595  -0.1265
H  0.3497  -2.6633  -0.9374
S  0.2753  2.7288  3.5324
H  -0.6412  1.9216  2.9978
H  -0.6393  3.6895  3.8726



Model 2:
Formula: CH6N2S
Source: the Open Molecules 2025 dataset
Level of theory: ωB97M-V/def2-TZVPD

Output
Kohn-Sham gap: 9.67 eV
lowest unoccupied orbital energy: -0.00563 Ha
HOMO energy: -9.819 eV
total charge: 0

Cartesian coordinates (Å):
C  0.1493  -0.3430  1.2696
N  -0.2498  0.9993  -3.6263
N  0.6474  1.2274  -1.3709
S  -0.6150  1.4440  -2.2070
H  -0.9097  -0.4877  1.5681
H  0.4887  0.7831  1.2263
H  0.5573  -0.9500  0.4536
H  -1.0736  1.1282  -4.3280
H  0.6611  -0.7081  2.1991
H  0.5579  1.4987  -0.4761



Model 3:
Formula: CH6N2S
Source: the Open Molecules 2025 dataset
Level of theory: ωB97M-V/def2-TZVPD

Output
Kohn-Sham gap: 10.14 eV
structure (SMILES): CNNS
lowest unoccupied orbital energy: 0.03319 Ha
HOMO energy: -9.235 eV
total charge: 0

Cartesian coordinates (Å):
C  1.2310  0.5965  -0.0570
N  0.4148  -0.4124  -0.5914
N  -0.7544  -0.6760  0.3163
S  -2.1959  0.2325  -0.0561
H  0.4839  1.4030  0.0692
H  1.5551  0.3445  0.9097
H  2.1415  0.7982  -0.7937
H  0.8055  -1.2752  -0.5144
H  -0.6079  -0.4611  1.3539
H  -3.0737  -0.5500  -0.6365



Most stable = model 1



Model 1:
Formula: CH6N2S
Source: the Open Molecules 2025 dataset
Level of theory: ωB97M-V/def2-TZVPD

Output
Kohn-Sham gap: 10.02 eV
structure (SMILES): CN(N)S
lowest unoccupied orbital energy: 0.03367 Ha
HOMO energy: -9.105 eV
total charge: 0

Cartesian coordinates (Å):
C  0.4584  0.0496  1.1399
N  0.5347  0.0308  -0.2851
N  -0.3126  -1.2660  -0.9049
S  0.2265  1.4475  -1.1162
H  1.2072  0.7666  1.4804
H  -0.5235  0.3454  1.5344
H  0.7152  -0.9425  1.5066
H  -1.2931  -0.9953  -0.8586
H  -0.0298  -1.2719  -1.8764
H  -0.9830  1.8358  -0.6202



Model 2:
Formula: CH6N2S
Source: the Open Molecules 2025 dataset
Level of theory: ωB97M-V/def2-TZVPD

Output
Kohn-Sham gap: 8.30 eV
lowest unoccupied orbital energy: 0.01773 Ha
HOMO energy: -7.819 eV
total charge: 0

Cartesian coordinates (Å):
S  -2.4850  1.1786  0.7767
H  -2.1780  1.1829  -0.5587
N  -0.0726  -0.3884  0.9449
C  0.3412  -0.5829  -0.2531
N  1.5649  -0.3052  -0.7427
H  0.6700  -0.1813  1.6099
H  -1.3267  0.0806  1.0717
H  -0.3398  -1.0353  -0.9718
H  1.7201  -0.2484  -1.7299
H  2.1059  0.2994  -0.1470



Most stable = model 2



Model 1:
Formula: C6H28O11
Source: the Open Molecules 2025 dataset
Level of theory: ωB97M-V/def2-TZVPD

Output
Kohn-Sham gap: 9.40 eV
structure (SMILES): c1ccccc1.O.O.O.O.O.O.O.O.O.O.O
lowest unoccupied orbital energy: 0.01008 Ha
HOMO energy: -9.124 eV
total charge: 0

Cartesian coordinates (Å):
C  -0.3037  0.5295  -0.1264
C  -0.6814  1.8668  -0.1214
C  -1.9866  2.2009  0.2053
C  -2.9085  1.2236  0.5572
C  -2.5279  -0.1154  0.5489
C  -1.2266  -0.4517  0.2089
H  0.7080  0.2438  -0.3732
H  0.0474  2.6234  -0.3834
H  -2.3125  3.2352  0.2223
H  -3.9367  1.4883  0.7576
H  -3.2347  -0.8774  0.8154
H  -0.9399  -1.4949  0.2082
O  -1.8637  -1.8663  2.8488
H  -2.0575  -2.4202  3.6153
H  -1.0683  -2.2802  2.4307
O  1.8459  -2.2905  -0.5781
H  1.2649  -2.4466  0.1996
H  1.3099  -1.8736  -1.3024
O  0.5966  -2.7267  1.8849
H  1.0661  -1.9535  2.2927
H  1.0645  -3.5189  2.1752
O  3.2905  -0.3700  0.7056
H  2.9252  -1.0958  0.1343
H  2.8250  -0.3734  1.5644
O  1.7207  -0.5846  2.9791
H  2.2210  -0.4648  3.8143
H  0.8588  -0.0696  3.1223
O  3.0252  1.9405  -0.5213
H  3.0683  1.0936  -0.0078
H  3.9352  2.2005  -0.6716
O  -0.6458  0.5409  3.2535
H  -0.9178  1.0912  2.5071
H  -1.1847  -0.2839  3.1798
O  1.3755  1.1951  -3.0975
H  0.5729  1.7716  -3.1324
H  1.9012  1.4769  -2.3094
O  0.4320  -1.1524  -2.6596
H  0.8741  -0.2393  -2.7951
H  0.7052  -1.6672  -3.4125
O  -1.0608  2.4593  -2.9606
H  -1.5435  1.6189  -2.8004
H  -1.3957  2.8950  -3.7668
O  -2.1036  -0.0474  -2.8963
H  -2.4730  -0.5265  -3.6667
H  -1.2612  -0.5044  -2.6484



Model 2:
Formula: C6H28O11
Source: the Open Molecules 2025 dataset
Level of theory: ωB97M-V/def2-TZVPD

Output
Kohn-Sham gap: 9.05 eV
structure (SMILES): C/C=C/CCC(=O)O.O.O.O.O.O.O.O.O.O
lowest unoccupied orbital energy: 0.00811 Ha
HOMO energy: -8.827 eV
total charge: 0

Cartesian coordinates (Å):
C  3.3089  -0.6261  -1.6218
C  2.2541  -0.9009  -2.5597
C  1.2214  -1.5313  -2.0644
C  0.0750  -2.0959  -2.7664
C  -0.7507  -2.9014  -1.8526
C  -1.7556  -2.1268  -0.9965
O  -2.9291  -2.3477  -0.6533
O  -1.0852  -1.1046  -0.3891
H  3.6179  0.5054  -1.4650
H  4.2185  -0.8486  -2.1812
H  3.2257  -1.1000  -0.6844
H  2.2662  -0.7152  -3.5735
H  1.0499  -1.7338  -0.9936
H  -0.4655  -1.2198  -3.2478
H  0.3322  -2.6626  -3.8461
H  -1.2967  -3.5839  -2.5020
H  -0.4122  -3.5589  -1.0182
H  -1.7123  -0.4567  0.1853
O  -3.1319  -0.2203  1.1031
H  -3.4277  -0.9536  0.5496
H  -2.6941  -0.5855  1.8115
O  0.9795  2.3897  -0.4801
H  0.4602  2.3864  -1.2714
H  0.8151  3.1265  -0.0895
O  -2.7560  1.7066  -1.1416
H  -3.3177  2.2639  -0.5116
H  -3.2991  0.8881  -1.0671
O  -0.8735  1.6447  3.4106
H  -0.1346  1.8290  3.8933
H  -0.5466  1.4650  2.5294
O  -0.4013  -1.1161  3.1545
H  -0.2180  -0.3021  2.7753
H  -0.5832  -1.0410  4.1499
O  1.2062  2.7069  2.2886
H  1.4243  3.4733  2.7531
H  1.8071  2.3859  1.7336
O  1.5742  0.4010  4.5410
H  2.0508  -0.4078  4.3187
H  1.6573  0.6456  3.6067
O  -0.5986  1.5623  -2.8753
H  -1.2996  2.0230  -3.3247
H  -1.1116  1.1298  -2.2344
O  0.6091  0.6205  1.3045
H  0.3995  1.1511  0.4474
H  0.2473  -0.1641  0.8552



Most stable = model 1



Model 1:
Formula: C4H8N3
Source: the Open Molecules 2025 dataset
Level of theory: ωB97M-V/def2-TZVPD

Output
Kohn-Sham gap: 9.68 eV
lowest unoccupied orbital energy: -0.19440 Ha
HOMO energy: -14.971 eV
total charge: +1

Cartesian coordinates (Å):
C  0.0431  0.4911  1.8374
C  -0.9066  0.3700  0.8981
C  1.3062  0.4983  1.1899
C  -0.1552  -1.5601  -0.8513
N  1.1750  0.4006  -0.0701
N  -0.5324  0.9596  -1.5705
N  -0.1889  0.3325  -0.3709
H  -0.1085  0.4837  2.8505
H  -1.9442  0.2231  0.7556
H  2.3061  0.6070  1.6700
H  -1.1782  -1.9482  -0.7335
H  0.3980  -1.5166  -1.7031
H  0.3312  -2.0092  -0.0661
H  -0.6009  1.9610  -1.4719
H  0.0554  0.7070  -2.3639



Model 2:
Formula: C4H8N3
Source: the Open Molecules 2025 dataset
Level of theory: ωB97M-V/def2-TZVPD

Output
Kohn-Sham gap: 8.12 eV
structure (SMILES): [NH2+]=CCCC1=NN1
lowest unoccupied orbital energy: -0.19677 Ha
HOMO energy: -13.473 eV
total charge: +1

Cartesian coordinates (Å):
N  -1.3626  -1.1888  0.8631
C  -1.4846  -0.2872  -0.0648
C  -0.7590  1.0166  -0.0598
C  0.4696  0.9032  -0.9659
C  1.3610  -0.1517  -0.3157
N  1.1431  -1.1783  0.3551
N  2.6376  -0.7292  0.0764
H  -0.6725  -1.1787  1.5647
H  -1.6633  -2.2283  0.7217
H  -2.2063  -0.5299  -0.7454
H  -0.4858  1.3607  0.9577
H  -1.4218  1.8042  -0.4644
H  0.2551  0.8590  -2.0867
H  1.1577  1.8537  -0.7417
H  3.0318  -0.3252  0.9058



Model 3:
Formula: C4H8N3
Source: the Open Molecules 2025 dataset
Level of theory: ωB97M-V/def2-TZVPD

Output
Kohn-Sham gap: 11.39 eV
structure (SMILES): C[N@@H+]1CN2CC2=N1
lowest unoccupied orbital energy: -0.12395 Ha
HOMO energy: -14.765 eV
total charge: +1

Cartesian coordinates (Å):
C  0.3784  -0.8990  -1.6456
N  0.0826  0.3742  -1.0379
C  0.8744  0.8501  0.2813
N  0.2930  -0.0069  1.2363
C  -0.8643  -0.0287  2.1298
C  -1.0654  -0.1399  0.7293
N  -1.2280  0.0865  -0.4785
H  -0.5107  -1.2188  -2.1340
H  1.2868  -0.7563  -2.2655
H  0.5891  -1.7604  -0.9881
H  -0.1177  1.0135  -1.8524
H  0.4972  1.9311  0.4506
H  1.9329  0.5883  0.2322
H  -1.3316  0.9661  2.4837
H  -0.8166  -0.9998  2.8586



Model 4:
Formula: C4H8N3
Source: the Open Molecules 2025 dataset
Level of theory: ωB97M-V/def2-TZVPD

Output
Kohn-Sham gap: 8.26 eV
lowest unoccupied orbital energy: -0.20239 Ha
HOMO energy: -13.767 eV
total charge: +1

Cartesian coordinates (Å):
C  0.7353  1.2525  0.0799
C  1.4926  0.3537  -0.7604
C  -1.5247  0.6825  0.2208
C  -0.8954  -0.6809  -0.1888
N  -0.4638  1.5945  -0.0455
N  1.1018  -0.3096  1.1921
N  0.6639  -0.7416  -0.0487
H  1.4525  0.5964  -1.8256
H  2.5750  0.2310  -0.4333
H  -2.3558  1.0044  -0.5625
H  -1.9459  0.7783  1.3109
H  -1.1938  -1.4262  0.5511
H  -1.1809  -0.9810  -1.1276
H  0.5807  -0.6363  1.9360
H  0.9584  -1.7176  -0.2984



Most stable = model 2